Formula: C21H56O21S7
Source: the Open Molecules 2025 dataset
Level of theory: ωB97M-V/def2-TZVPD

Last columns: bonded neighbours and bond lengths (Å).
Atoms and positions in Å:
1 O 4.911 -23.028 15.954  S2 1.414
2 S 4.398 -24.045 16.793  O1 1.414, O3 1.427, O4 1.597, C7 1.774
3 O 5.198 -25.193 17.070  S2 1.427
4 O 3.960 -23.332 18.153  S2 1.597, C5 1.432
5 C 3.440 -24.208 19.160  O4 1.432, C6 1.519, H8 1.090, H9 1.095
6 C 3.389 -23.411 20.452  C5 1.519, H10 1.087, H11 1.087, H12 1.089
7 C 2.789 -24.546 16.240  S2 1.774, H13 1.087, H14 1.083, H15 1.086
8 H 4.042 -25.108 19.284  C5 1.090
9 H 2.433 -24.598 18.978  C5 1.095
10 H 2.832 -23.900 21.248  C6 1.087
11 H 3.030 -22.400 20.278  C6 1.087
12 H 4.427 -23.334 20.774  C6 1.089
13 H 2.486 -25.370 16.881  C7 1.087
14 H 2.860 -24.868 15.209  C7 1.083
15 H 2.146 -23.686 16.408  C7 1.086
16 O 6.689 -27.716 23.337  S17 1.421
17 S 7.188 -26.684 22.497  O16 1.421, O18 1.429, O19 1.585, C22 1.741
18 O 6.432 -26.248 21.366  S17 1.429
19 O 7.562 -25.454 23.424  S17 1.585, C20 1.447
20 C 6.701 -24.290 23.449  O19 1.447, C21 1.506, H23 1.086, H24 1.093
21 C 7.007 -23.479 24.680  C20 1.506, H25 1.095, H26 1.089, H27 1.090
22 C 8.797 -27.091 21.970  S17 1.741, H28 1.086, H29 1.091, H30 1.087
23 H 5.659 -24.588 23.398  C20 1.086
24 H 6.937 -23.685 22.571  C20 1.093
25 H 6.602 -22.471 24.544  C21 1.095
26 H 8.070 -23.328 24.865  C21 1.089
27 H 6.533 -23.872 25.579  C21 1.090
28 H 9.300 -26.228 21.543  C22 1.086
29 H 8.701 -27.861 21.203  C22 1.091
30 H 9.372 -27.488 22.803  C22 1.087
31 O 8.408 -28.584 18.708  S32 1.427
32 S 7.203 -29.340 18.593  O31 1.427, O33 1.424, O34 1.582, C37 1.783
33 O 7.110 -30.484 17.751  S32 1.424
34 O 6.808 -29.763 20.066  S32 1.582, C35 1.448
35 C 5.722 -30.708 20.230  O34 1.448, C36 1.513, H38 1.089, H39 1.098
36 C 5.659 -31.067 21.698  C35 1.513, H40 1.089, H41 1.088, H42 1.091
37 C 5.836 -28.231 18.305  S32 1.783, H43 1.086, H44 1.085, H45 1.085
38 H 5.804 -31.549 19.544  C35 1.089
39 H 4.806 -30.179 19.937  C35 1.098
40 H 4.727 -31.582 21.929  C36 1.089
41 H 5.747 -30.163 22.297  C36 1.088
42 H 6.467 -31.756 21.947  C36 1.091
43 H 6.103 -27.589 17.472  C37 1.086
44 H 5.718 -27.635 19.204  C37 1.085
45 H 5.000 -28.844 17.985  C37 1.085
46 O 0.083 -25.319 20.753  S47 1.418
47 S -0.440 -24.767 19.555  O46 1.418, O48 1.426, O49 1.567, C52 1.767
48 O -0.055 -25.280 18.281  S47 1.426
49 O -2.002 -24.779 19.692  S47 1.567, C50 1.463
50 C -2.835 -25.056 18.521  O49 1.463, C51 1.523, H53 1.086, H54 1.083
51 C -3.872 -23.952 18.368  C50 1.523, H55 1.095, H56 1.084, H57 1.092
52 C -0.124 -23.030 19.612  S47 1.767, H58 1.089, H59 1.085, H60 1.086
53 H -3.346 -25.984 18.763  C50 1.086
54 H -2.213 -25.134 17.638  C50 1.083
55 H -4.236 -24.016 17.337  C51 1.095
56 H -3.524 -22.958 18.625  C51 1.084
57 H -4.783 -24.200 18.916  C51 1.092
58 H -0.902 -22.521 19.045  C52 1.089
59 H 0.841 -22.811 19.168  C52 1.085
60 H -0.220 -22.749 20.657  C52 1.086
61 O 9.306 -25.036 14.539  S62 1.423
62 S 9.928 -25.071 15.819  O61 1.423, O63 1.416, O64 1.601, C67 1.781
63 O 10.911 -24.129 16.210  S62 1.416
64 O 8.701 -24.998 16.845  S62 1.601, C65 1.434
65 C 9.003 -24.744 18.224  O64 1.434, C66 1.527, H68 1.090, H69 1.099
66 C 7.763 -24.199 18.929  C65 1.527, H70 1.084, H71 1.091, H72 1.097
67 C 10.509 -26.727 16.119  S62 1.781, H73 1.084, H74 1.087, H75 1.086
68 H 9.849 -24.078 18.396  C65 1.090
69 H 9.288 -25.692 18.702  C65 1.099
70 H 7.989 -23.715 19.873  C66 1.084
71 H 7.007 -24.983 18.987  C66 1.091
72 H 7.292 -23.520 18.207  C66 1.097
73 H 11.226 -26.937 15.333  C67 1.084
74 H 9.602 -27.326 16.092  C67 1.087
75 H 10.931 -26.758 17.118  C67 1.086
76 O 5.310 -17.789 20.636  S77 1.417
77 S 5.293 -18.783 19.627  O76 1.417, O78 1.427, O79 1.576, C82 1.778
78 O 5.182 -18.406 18.255  S77 1.427
79 O 6.596 -19.634 19.870  S77 1.576, C80 1.451
80 C 6.931 -20.711 18.957  O79 1.451, C81 1.522, H83 1.095, H84 1.090
81 C 7.244 -20.309 17.523  C80 1.522, H85 1.091, H86 1.090, H87 1.083
82 C 4.033 -19.960 20.059  S77 1.778, H88 1.085, H89 1.086, H90 1.087
83 H 6.168 -21.494 19.003  C80 1.095
84 H 7.850 -21.125 19.371  C80 1.090
85 H 7.796 -21.122 17.052  C81 1.091
86 H 7.919 -19.453 17.519  C81 1.090
87 H 6.334 -20.087 16.978  C81 1.083
88 H 3.679 -20.500 19.187  C82 1.085
89 H 3.257 -19.390 20.561  C82 1.086
90 H 4.516 -20.618 20.777  C82 1.087
91 O 4.973 -28.175 12.987  S92 1.421
92 S 5.027 -27.708 14.328  O91 1.421, O93 1.417, O94 1.578, C97 1.761
93 O 3.978 -26.897 14.825  S92 1.417
94 O 5.197 -28.925 15.319  S92 1.578, C95 1.436
95 C 5.810 -30.130 14.835  O94 1.436, C96 1.500, H98 1.094, H99 1.092
96 C 5.013 -31.354 15.173  C95 1.500, H100 1.087, H101 1.092, H102 1.091
97 C 6.575 -26.906 14.578  S92 1.761, H103 1.093, H104 1.087, H105 1.084
98 H 6.803 -30.185 15.290  C95 1.094
99 H 6.041 -30.025 13.773  C95 1.092
100 H 4.100 -31.447 14.589  C96 1.087
101 H 4.777 -31.361 16.239  C96 1.092
102 H 5.655 -32.224 15.026  C96 1.091
103 H 7.321 -27.699 14.675  C97 1.093
104 H 6.580 -26.373 15.525  C97 1.087
105 H 6.800 -26.275 13.726  C97 1.084

## Properties
- max |F| (hartree/bohr) = 0.037
- energy above the lowest of the compared OMol25 structures with the same formula, charge and spin (kcal/mol) = 5.6
- HOMO-LUMO gap (eV) = 11.21
- electronic energy (Ha) = -5201.002291
- SMILES = CCOS(C)(=O)=O.CCOS(C)(=O)=O.CCOS(C)(=O)=O.CCOS(C)(=O)=O.CCOS(C)(=O)=O.CCOS(C)(=O)=O.CCOS(C)(=O)=O

Here are the Mulliken charges for atoms 1 to 99, given in e: atom 1 (O): -0.741, atom 2 (S): 0.695, atom 3 (O): -0.110, atom 4 (O): -0.005, atom 5 (C): 0.715, atom 6 (C): -1.168, atom 7 (C): -1.227, atom 8 (H): 0.012, atom 9 (H): -0.269, atom 10 (H): 0.518, atom 11 (H): 0.103, atom 12 (H): 0.192, atom 13 (H): 0.260, atom 14 (H): 0.534, atom 15 (H): 0.371, atom 16 (O): -0.669, atom 17 (S): 1.087, atom 18 (O): -0.489, atom 19 (O): -0.304, atom 20 (C): 0.292, atom 21 (C): -1.381, atom 22 (C): -0.738, atom 23 (H): 0.342, atom 24 (H): -0.031, atom 25 (H): 0.384, atom 26 (H): 0.338, atom 27 (H): 0.338, atom 28 (H): 0.254, atom 29 (H): 0.179, atom 30 (H): 0.397, atom 31 (O): -0.583, atom 32 (S): 1.221, atom 33 (O): -0.655, atom 34 (O): -0.251, atom 35 (C): -0.217, atom 36 (C): -1.225, atom 37 (C): -0.470, atom 38 (H): 0.359, atom 39 (H): 0.266, atom 40 (H): 0.396, atom 41 (H): 0.237, atom 42 (H): 0.318, atom 43 (H): -0.388, atom 44 (H): 0.503, atom 45 (H): 0.487, atom 46 (O): -0.639, atom 47 (S): 1.232, atom 48 (O): -0.644, atom 49 (O): -0.263, atom 50 (C): -0.230, atom 51 (C): -1.047, atom 52 (C): -0.642, atom 53 (H): 0.303, atom 54 (H): 0.301, atom 55 (H): 0.342, atom 56 (H): 0.306, atom 57 (H): 0.291, atom 58 (H): 0.366, atom 59 (H): 0.027, atom 60 (H): 0.349, atom 61 (O): -0.602, atom 62 (S): 1.228, atom 63 (O): -0.654, atom 64 (O): -0.133, atom 65 (C): -0.793, atom 66 (C): 0.122, atom 67 (C): -0.808, atom 68 (H): 0.496, atom 69 (H): 0.240, atom 70 (H): 0.538, atom 71 (H): -0.212, atom 72 (H): -0.289, atom 73 (H): 0.464, atom 74 (H): 0.100, atom 75 (H): 0.308, atom 76 (O): -0.645, atom 77 (S): 1.267, atom 78 (O): -0.613, atom 79 (O): -0.409, atom 80 (C): 0.608, atom 81 (C): -1.214, atom 82 (C): -0.878, atom 83 (H): -0.248, atom 84 (H): 0.192, atom 85 (H): 0.330, atom 86 (H): 0.366, atom 87 (H): 0.350, atom 88 (H): 0.238, atom 89 (H): 0.511, atom 90 (H): 0.245, atom 91 (O): -0.695, atom 92 (S): 1.113, atom 93 (O): -0.500, atom 94 (O): -0.143, atom 95 (C): -0.269, atom 96 (C): -1.444, atom 97 (C): -0.617, atom 98 (H): 0.260, atom 99 (H): 0.594